No. 1
The following is a quantum chemistry calculation of C13H44O9 as an isolated structure in a non-equilibrium geometry, from the Open Molecules 2025 dataset.

Positions of all 66 atoms, in Å:
O 14.02 -22.31 0.71
H 7.71 -21.95 -0.37
C 7.18 -23.32 0.88
C 9.95 -23.17 3.93
H 12.35 -27.88 1.15
C 10.22 -23.75 0.67
C 8.49 -25.00 -0.73
C 13.05 -27.21 1.64
H 14.77 -22.31 1.32
H 8.60 -25.06 0.35
H 8.47 -23.22 1.15
H 13.42 -27.54 2.61
H 6.60 -23.91 0.17
C 7.33 -25.79 -1.26
H 11.19 -25.48 1.50
H 10.88 -26.82 2.09
H 9.55 -23.26 4.94
H 7.32 -26.75 -0.74
H 10.09 -22.02 -0.59
H 7.27 -25.22 2.00
H 11.01 -22.95 4.01
H 9.94 -24.16 2.32
H 11.53 -23.91 2.37
H 5.92 -25.07 0.11
H 5.64 -24.23 -1.40
H 11.65 -27.55 3.49
H 9.92 -24.36 -0.18
O 11.05 -25.53 3.64
C 5.89 -25.20 -0.98
O 8.17 -22.57 0.19
C 9.24 -20.09 -1.11
H 9.06 -24.98 1.68
H 9.75 -20.81 -0.47
H 9.93 -27.38 3.29
O 9.68 -24.32 3.22
H 11.06 -19.29 -1.47
C 10.87 -26.85 3.18
H 9.47 -25.42 -0.99
H 5.05 -25.89 -1.07
H 14.01 -27.26 1.12
H 10.34 -24.96 3.32
H 12.67 -23.55 -0.14
H 7.40 -23.95 1.74
H 8.73 -19.33 -0.53
O 12.56 -25.88 1.73
C 8.27 -25.66 1.97
C 11.36 -24.41 1.41
O 8.24 -26.87 1.28
H 9.13 -27.22 1.21
H 13.57 -24.27 1.32
H 10.52 -21.56 1.03
H 9.41 -22.40 3.37
C 13.57 -23.59 0.48
H 12.12 -25.75 2.57
H 6.40 -22.69 1.31
H 14.37 -23.99 -0.15
C 10.68 -22.33 0.27
O 9.17 -23.75 1.55
O 7.47 -25.98 -2.64
H 8.59 -23.95 -1.00
H 12.30 -24.40 0.85
H 8.44 -20.66 -1.58
O 10.25 -19.46 -1.95
H 6.73 -26.49 -2.99
H 11.74 -22.33 0.00
H 8.62 -26.08 2.92

Properties
2S+1 ... 1
Energy above the lowest of the compared OMol25 structures with the same formula, charge and spin ... 725.6 kcal per mole
HOMO-LUMO gap ... 8.342 eV
E_HOMO ... -7.98 eV
Charge ... 0

***

No. 2
The following is a quantum chemistry calculation of a 9-piece molecular cluster, C13H44O9 overall in a non-equilibrium geometry, from the Open Molecules 2025 dataset.

Positions of all 66 atoms, in Å:
H 0.73 -2.96 -4.40
H 0.07 3.43 -1.35
H -3.37 0.62 2.09
H -0.40 -1.19 3.91
H -2.22 0.70 5.05
O -1.04 -0.46 -0.57
H -1.23 2.76 4.19
H -2.36 -0.52 2.73
H 4.79 -0.76 1.08
C 2.56 -2.12 -3.80
H 1.82 -1.53 -1.84
H 3.09 1.10 -1.28
H 3.15 -2.95 -4.19
C -2.04 -3.59 -0.25
H -4.19 1.12 0.06
H -1.28 -1.36 -0.33
H -0.13 4.99 -0.60
H -2.93 -3.12 -0.66
H 2.49 3.07 -2.12
C -1.58 2.03 3.46
H 3.26 -2.48 -1.77
C -2.65 1.11 4.13
H 3.21 -0.07 1.45
C 0.13 0.03 0.02
C -0.64 4.06 -0.80
H 2.30 2.48 -3.66
H -0.93 3.59 0.14
H 1.77 -3.32 -2.13
H 1.39 -1.30 2.60
H -3.71 2.80 4.15
O -1.82 4.54 -1.39
H -4.09 -0.38 3.27
O -3.78 -0.48 -1.29
H 0.64 -1.15 -4.17
H 3.95 2.37 -2.95
H 0.88 -0.75 -0.12
H -3.65 1.57 -1.55
C 2.31 -2.39 -2.30
H -2.01 2.53 2.60
H 3.53 -0.98 -0.11
H -5.23 1.02 -1.40
C 0.56 -1.62 4.20
H 2.94 -0.12 -3.54
H 1.24 -1.76 -5.59
O 3.36 -0.89 -3.93
H -1.45 -3.66 1.62
H -2.32 -4.64 -0.29
O -3.71 1.95 4.60
H -0.70 1.50 3.08
O 1.68 -1.15 3.50
C -4.23 0.84 -0.99
O 2.75 1.05 -2.17
H -1.63 4.83 -2.29
H 0.54 -2.69 4.02
O -1.77 -3.01 0.99
O 4.53 0.84 0.17
C -3.16 0.15 3.05
C 1.22 -2.00 -4.52
C 3.91 -0.29 0.64
H -1.15 -3.47 -0.86
H -0.19 0.24 1.04
H 0.87 -1.51 5.24
H 5.44 0.58 0.32
H -2.86 -0.49 -1.02
H 0.46 0.95 -0.45
C 2.88 2.28 -2.76

Properties
Structure (SMILES) ... CC(C)O.CC(C)O.CO.CO.CO.CO.CO.CO.CO
2S+1 ... 1
Energy above the lowest of the compared OMol25 structures with the same formula, charge and spin ... 113.4 kcal per mole
HOMO-LUMO gap ... 10.015 eV
E_HOMO ... -9.69 eV
Charge ... 0

***

No. 3
The following is a quantum chemistry calculation of a 10-piece molecular cluster, C13H46O10 overall in a non-equilibrium geometry, from the Open Molecules 2025 dataset.

Positions of all 69 atoms, in Å:
H -0.10 2.18 2.94
O -1.57 3.39 2.42
O 1.98 0.53 -0.51
H -1.21 -3.09 2.32
H -0.26 -0.57 4.44
H 0.36 5.62 -0.32
H 1.81 0.83 4.21
H 0.58 5.00 1.41
H 2.12 1.05 1.46
H -0.45 2.46 -3.96
H 0.52 -1.33 -4.03
H 3.06 -2.66 -1.23
C -2.89 -0.46 -1.08
H -2.74 -1.81 -2.39
C -2.27 -2.88 2.28
O 2.85 -1.93 0.66
C 0.56 4.80 0.29
O 0.38 -0.80 3.79
H 2.44 -0.51 3.29
C 0.80 -0.31 -3.85
C -1.93 0.56 -0.54
H -2.32 -1.15 3.59
H 0.29 0.34 -4.63
H 2.01 -0.65 5.04
H 1.48 4.32 -0.05
H -0.62 4.01 -3.13
H 0.22 -2.95 0.42
O -1.22 -4.07 -0.58
H 0.88 1.80 -2.42
H -1.49 1.32 -1.27
H -2.36 1.15 0.30
C -0.01 -3.35 -0.53
H 2.66 -1.01 0.24
O -0.39 3.82 -0.01
C -1.20 2.13 2.83
H -3.81 -0.03 -1.42
H -3.50 -1.17 2.26
H -3.05 -1.26 -0.36
H 2.66 -0.23 -4.99
O -2.94 -3.65 3.30
O -2.31 -0.98 -2.18
H -0.65 -0.14 -2.59
C 3.47 -2.78 -0.24
C -2.48 -1.41 2.52
H -1.92 -0.76 1.88
H 3.35 -3.83 -0.02
O 0.80 2.71 -2.33
H -1.35 1.36 2.06
C 2.29 -0.13 -3.92
H 2.82 -0.83 -3.27
H 0.89 -0.20 1.11
H -0.08 3.41 -0.79
C 0.11 3.25 -3.41
C 1.68 -0.24 4.09
H -2.58 -3.24 1.29
O 0.33 0.00 -2.54
H -2.72 -4.56 3.03
H 2.70 0.85 -3.68
H 4.55 -2.60 -0.26
H 0.63 3.68 -4.31
H 1.26 0.39 -1.17
H -1.15 -4.79 0.02
H -1.74 1.95 3.75
H -1.19 3.66 1.55
C 1.39 0.75 0.74
H 0.87 -3.95 -0.79
H 0.13 -2.50 -1.23
H -1.06 0.05 -0.15
H 0.63 1.43 0.68

Properties
Structure (SMILES) ... CCO.CCO.CCO.CO.CO.CO.CO.CO.CO.CO
2S+1 ... 1
Energy above the lowest of the compared OMol25 structures with the same formula, charge and spin ... 107.8 kcal per mole
HOMO-LUMO gap ... 9.690 eV
E_HOMO ... -9.30 eV
Charge ... 0

***

No. 4
The following is a quantum chemistry calculation of a 10-piece molecular cluster, C13H46O10 overall in a non-equilibrium geometry, from the Open Molecules 2025 dataset.

Positions of all 69 atoms, in Å:
H 24.23 -7.04 -4.85
C 28.12 -4.63 -5.14
H 28.54 -9.74 -5.87
H 28.93 -12.19 -9.72
H 33.33 -5.82 -6.41
C 29.98 -11.99 -9.52
H 32.11 -8.81 -6.87
H 23.84 -10.36 -8.88
H 30.63 -11.23 -11.54
H 27.10 -4.99 -5.03
O 25.80 -5.95 -10.55
C 29.58 -8.96 -3.67
H 23.39 -8.98 -6.37
H 25.39 -13.99 -5.07
O 29.57 -10.26 -4.23
H 29.79 -5.03 -4.28
H 30.12 -11.06 -8.97
H 29.85 -10.88 -3.55
H 26.78 -14.55 -4.32
H 30.27 -12.81 -8.86
H 31.93 -11.91 -10.62
H 24.76 -7.99 -2.77
C 26.70 -12.30 -4.69
H 30.96 -13.10 -12.44
H 29.88 -8.94 -7.82
C 29.20 -8.11 -7.65
C 24.95 -8.43 -3.75
O 24.00 -7.97 -4.77
H 26.80 -11.18 -6.28
C 26.95 -5.50 -9.83
O 30.65 -13.27 -11.55
H 34.50 -8.61 -7.41
H 27.77 -12.17 -4.52
O 26.34 -11.99 -6.07
H 24.78 -10.60 -7.36
H 28.65 -8.73 -3.15
C 32.82 -5.47 -5.51
H 28.56 -4.92 -6.09
H 26.12 -6.70 -11.06
H 26.92 -6.09 -8.92
H 33.05 -10.13 -7.61
C 27.73 -8.55 -7.25
H 29.61 -7.42 -6.91
H 31.06 -5.55 -6.44
H 25.89 -8.07 -4.19
O 31.45 -5.72 -5.58
H 30.40 -8.80 -2.97
C 30.87 -12.03 -10.83
H 26.24 -11.48 -4.13
O 33.78 -8.23 -7.92
H 28.12 -3.54 -5.23
C 32.69 -9.11 -7.74
H 27.19 -7.76 -6.74
H 27.09 -8.58 -8.13
C 24.15 -9.92 -7.93
H 27.82 -5.76 -10.43
H 29.82 -8.24 -4.45
H 25.70 -13.78 -3.33
O 23.07 -9.41 -7.16
H 25.06 -9.49 -3.52
O 27.76 -9.68 -6.44
H 24.89 -9.16 -8.20
H 26.98 -4.46 -9.50
H 32.94 -4.39 -5.46
H 32.12 -9.27 -8.66
C 26.12 -13.68 -4.32
H 29.15 -7.58 -8.60
O 28.85 -5.20 -4.12
H 33.28 -5.97 -4.66

Properties
2S+1 ... 2
HOMO-LUMO gap (alpha / beta) ... 10.044 / 3.233 eV
Expectation value of S² ... 0.757
E_HOMO (alpha / beta) ... -12.20 / -12.20 eV
Charge ... +1

***

No. 5
The following is a quantum chemistry calculation of a 12-piece molecular cluster, C13H50N18O12 overall in a non-equilibrium geometry, from the Open Molecules 2025 dataset.

Positions of all 93 atoms, in Å:
H -0.37 -1.41 2.92
N 2.80 -1.75 0.07
C -0.35 3.79 2.39
C 3.55 -2.79 0.09
H 3.45 2.26 3.63
H 1.71 3.63 1.91
O -2.08 1.07 2.73
C 1.81 -2.52 -3.21
H 0.50 1.73 1.37
N 0.59 0.76 1.10
H -2.87 0.33 0.96
N -4.23 0.39 -1.67
N 3.36 -3.62 1.05
H -6.28 0.68 0.69
H -3.46 0.81 -2.27
N -0.87 0.72 -0.62
H -0.63 4.71 -1.68
H 0.89 4.50 4.02
H 2.41 -3.74 1.51
H -4.31 -0.60 -1.73
N 2.86 -0.60 2.55
O -1.64 -0.44 -3.08
C -0.04 0.07 0.17
O -4.59 2.30 -0.35
C 1.14 -2.60 3.70
C 3.36 0.63 2.61
O -1.66 3.75 1.95
H 0.29 -5.07 0.77
C -2.99 0.23 2.02
H 0.95 -0.90 4.86
H 0.14 -2.86 2.05
H 4.11 3.53 -0.99
O 2.28 4.61 -2.01
H 2.23 -1.01 3.31
H 2.87 -1.08 1.58
O -2.59 2.38 -3.10
C 2.21 3.50 -1.18
H -1.63 3.52 -0.17
H 2.46 -1.88 5.11
O 0.21 -4.11 0.75
H -3.15 2.73 -0.75
O 2.97 -3.22 -3.66
N 3.09 1.27 3.69
H -1.29 -3.77 -0.42
H 2.20 -1.73 -2.61
H 1.32 -3.76 -1.46
H -0.75 4.72 4.12
N -1.10 -0.53 -5.41
C -1.13 -3.79 0.64
H 1.78 -1.77 0.24
C -1.89 3.19 -2.16
H 3.38 2.27 0.11
H -0.03 -2.95 -2.36
C 0.91 -3.45 -2.44
O 1.71 -3.81 3.66
H 2.35 1.02 4.30
N -3.00 -1.50 -4.77
H 1.36 -2.18 -4.14
H 3.48 -2.64 -4.19
N 1.49 -1.68 4.59
H 3.03 -0.96 -0.66
H 0.72 3.34 0.60
H -0.12 -0.15 -5.05
H -1.42 -2.90 1.11
H -0.66 3.93 -3.36
H -1.15 -0.98 -6.34
H -3.57 -1.67 -3.92
O 3.93 1.18 1.41
N 0.24 -2.25 2.88
H -1.38 1.65 -0.53
O 0.30 -1.24 -0.05
H 1.00 1.96 -0.52
O 4.60 -3.05 -0.80
H -2.43 -0.72 2.26
N 1.09 2.91 -0.90
H -1.69 -4.66 0.92
C -4.85 0.99 -0.69
H 0.74 -4.38 -2.94
H -4.05 0.11 2.25
N -5.74 0.19 -0.04
N -0.01 4.37 3.51
H -5.67 -0.78 0.05
N 3.25 3.00 -0.61
N 0.73 3.56 1.66
H -2.24 1.94 2.35
N -0.86 3.92 -2.34
N -2.16 3.09 -0.91
C -1.87 -0.88 -4.39
H 3.95 -4.44 1.03
H -1.22 0.18 -1.43
H 1.11 0.26 1.76
H 0.25 3.29 -1.56
H -3.13 -2.14 -5.57

Properties
Structure (SMILES) ... NC(N)=O.NC(N)=O.NC(N)=O.NC(N)=O.NC(N)=O.NC(N)=O.NC(N)=O.NC(N)=O.NC(N)=O.CCO.CO.CO
2S+1 ... 1
Energy above the lowest of the compared OMol25 structures with the same formula, charge and spin ... 0.0 kcal per mole
HOMO-LUMO gap ... 7.512 eV
E_HOMO ... -7.85 eV
Charge ... 0

***

No. 6
The following is a quantum chemistry calculation of a 13-piece molecular cluster, C13H52O13 overall in a non-equilibrium geometry, from the Open Molecules 2025 dataset.

Positions of all 78 atoms, in Å:
H -0.43 0.23 -1.35
H -0.43 9.18 3.17
H -2.49 -0.99 4.25
H -2.07 9.17 3.90
O 4.50 1.13 4.76
H -0.22 -7.58 -3.33
H -5.38 2.87 2.57
H 2.16 6.23 -1.34
H 1.73 4.12 7.60
C -1.48 8.98 3.00
H 4.41 -5.74 -1.22
C 6.83 1.21 -1.11
H -7.48 -4.00 -1.27
O -5.47 -3.52 -1.62
C 1.69 5.01 6.97
H 3.81 -1.05 -6.32
H 3.62 -0.69 4.33
O -0.83 -5.76 -2.57
H -5.43 3.40 0.83
C -3.97 -1.88 5.18
H 3.58 -2.70 -6.40
H -4.64 -1.07 4.87
C -6.47 -4.23 -0.92
H 0.79 5.56 7.24
H -4.71 -4.11 -1.60
H 2.22 5.11 -3.19
O 3.12 -6.00 0.42
O 1.38 5.67 -1.38
H 3.91 -7.40 -0.91
O -0.50 1.07 0.58
H -4.17 -2.69 4.48
H -0.99 -0.73 0.01
H -5.95 1.71 1.28
H -1.69 -6.97 -4.08
H 3.07 0.15 5.81
H -3.55 -4.40 -7.60
O 7.25 1.45 -2.44
C -3.39 -3.38 -7.93
H -1.00 7.44 1.96
O -2.60 -1.54 5.03
C 4.14 -6.45 -0.44
H 7.30 1.97 -0.49
H 0.05 1.84 0.41
H 3.33 -6.25 1.33
O 5.16 -2.27 -5.28
H 5.06 -6.69 0.09
H 5.63 -1.52 -4.90
C 1.25 5.36 -2.77
H -1.78 -7.58 -2.46
H 7.15 0.27 -0.67
O 1.46 4.71 5.61
H 0.49 4.60 -2.96
H -2.56 -3.32 -8.64
H -4.30 -3.06 -8.43
O -2.97 -2.58 -6.82
O -1.66 7.60 2.64
C -0.25 0.00 -0.30
C -1.14 -7.03 -3.14
C -5.86 2.75 1.60
C 3.87 -1.93 -5.69
H 0.71 -0.50 -0.17
C 3.92 -0.07 5.17
H -1.82 9.63 2.19
H 2.54 5.69 7.03
H -6.23 -5.29 -0.83
H -4.26 -2.30 6.14
O -7.15 3.26 1.91
H -6.45 -3.83 0.10
H -6.99 4.19 2.05
H 0.83 6.21 -3.30
H -3.42 -2.78 -6.00
H 3.19 -1.99 -4.84
H 5.76 1.30 -0.92
H -0.02 -5.88 -2.08
H 3.82 1.79 4.63
H 7.18 2.41 -2.52
H 4.61 -0.68 5.75
H 0.65 5.18 5.39

Properties
2S+1 ... 1
Energy above the lowest of the compared OMol25 structures with the same formula, charge and spin ... 103.4 kcal per mole
HOMO-LUMO gap ... 10.190 eV
E_HOMO ... -10.06 eV
Charge ... 0

***

No. 7
The following is a quantum chemistry calculation of C13H6BrF5GaO9P2S as an isolated structure, from the Open Molecules 2025 dataset.

Positions of all 38 atoms, in Å:
H 2.19 -0.72 -5.30
O 1.86 2.25 1.92
H 1.39 -4.62 -2.37
C -2.82 -0.32 1.48
H 1.32 -0.40 -2.98
O 0.44 3.83 0.57
Ga 0.44 -0.39 0.85
H 2.67 -3.00 -6.14
F -2.22 -0.51 0.29
S -0.49 -1.22 2.73
P 0.33 2.50 1.47
C 2.02 -1.57 -4.66
C 2.05 -3.94 -4.31
C 2.28 -2.85 -5.14
C -4.11 0.17 1.47
C -4.78 0.36 2.66
F -4.72 0.45 0.31
F -2.27 -0.69 5.01
O 0.73 -3.31 -0.41
O -0.56 2.69 2.62
F -6.03 0.82 2.67
C 1.30 -2.49 -2.56
O 3.02 1.45 -0.20
C -4.14 0.05 3.84
C 1.57 -3.78 -3.02
O 0.00 1.39 0.45
F -4.78 0.23 5.01
O 0.46 -1.12 -0.84
P 2.94 1.15 1.38
C 0.80 -2.35 -1.15
O 4.22 1.33 2.08
O 2.22 -0.21 1.46
C -2.84 -0.42 3.83
H 3.54 2.25 -0.36
C -2.14 -0.62 2.65
Br 2.41 -5.69 -4.95
H 0.07 4.57 1.06
C 1.52 -1.39 -3.37

Properties
2S+1 ... 1
Energy above the lowest of the compared OMol25 structures with the same formula, charge and spin ... 6.4 kcal per mole
HOMO-LUMO gap ... 8.499 eV
E_HOMO ... -6.17 eV
Charge ... -1